--- A ---
{"formula": "BF4H24O12", "method": "ωB97M-V with the def2-TZVPD basis set", "species": ["B", "F", "F", "F", "F", "O", "H", "H", "O", "H", "H", "O", "H", "H", "O", "H", "H", "O", "H", "H", "O", "H", "H", "O", "H", "H", "O", "H", "H", "O", "H", "H", "O", "H", "H", "O", "H", "H", "O", "H", "H"], "coordinates": [[0.3640, -0.3720, -0.2797], [0.4508, -1.7600, -0.5868], [-0.8402, -0.2378, 0.4689], [1.5258, 0.1339, 0.4351], [0.1970, 0.2690, -1.5432], [-2.9510, 2.0979, -5.8159], [-2.3806, 2.2192, -6.5749], [-2.3615, 1.8209, -5.1145], [0.7195, -2.3308, 6.0927], [0.8876, -3.2326, 5.8192], [0.4924, -1.8730, 5.2833], [6.0717, 0.0960, -2.2570], [5.9193, 0.8509, -2.8255], [5.5296, 0.2630, -1.4859], [3.2481, 4.3260, -3.0089], [3.5286, 4.7281, -2.1868], [2.6923, 3.5943, -2.7408], [-6.9197, -3.0846, 0.6321], [-7.6686, -2.6167, 1.0016], [-6.4688, -2.4315, 0.0971], [5.2664, 5.2729, 1.0415], [6.1281, 4.9145, 0.8286], [5.4510, 6.0172, 1.6144], [-2.8270, -5.9143, 1.3453], [-2.1599, -5.5447, 0.7669], [-3.5883, -5.3461, 1.2275], [-3.9327, 1.7003, 5.8645], [-3.1099, 1.2115, 5.8490], [-4.1247, 1.8763, 4.9434], [0.4158, -2.4446, -5.8196], [1.3354, -2.6844, -5.7054], [0.1843, -1.9892, -5.0101], [-4.9203, 2.7131, 0.9872], [-4.1515, 2.2828, 0.6129], [-5.5947, 2.6282, 0.3133], [2.5999, -6.6787, -2.0732], [2.9627, -6.7358, -2.9571], [2.4703, -5.7416, -1.9271], [1.7334, 3.8432, 4.5661], [1.2839, 4.5001, 4.0345], [2.5417, 3.6592, 4.0874]], "mol_weight_g_mol": 303.0, "total_charge": -1, "orbital_gap_ev": 10.223, "e_lumo_ev": 1.972, "e_homo_ev": -8.3}

***

--- B ---
{"formula": "BF4H24O12", "method": "ωB97M-V with the def2-TZVPD basis set", "species": ["B", "F", "F", "F", "F", "O", "H", "H", "O", "H", "H", "O", "H", "H", "O", "H", "H", "O", "H", "H", "O", "H", "H", "O", "H", "H", "O", "H", "H", "O", "H", "H", "O", "H", "H", "O", "H", "H", "O", "H", "H"], "coordinates": [[0.2746, -0.1433, -0.1502], [1.3818, 0.6743, -0.3982], [-0.8717, 0.5806, -0.1181], [0.1923, -1.1571, -1.1214], [0.4457, -0.8076, 1.0053], [0.5176, 2.7059, -1.2158], [1.4044, 2.3466, -1.2405], [0.2649, 2.6581, -0.2938], [2.9532, -0.9347, 0.1819], [2.4610, -0.6048, -0.5699], [3.3566, -0.1558, 0.5651], [0.4683, 0.4248, -2.3525], [0.4925, 0.0051, -1.4925], [-0.0486, 1.2190, -2.2174], [-2.7522, 0.5172, 0.3761], [-2.2560, 0.8384, -0.3769], [-3.6594, 0.7553, 0.1849], [-1.3287, 0.1950, 1.7852], [-0.5876, -0.1031, 1.2577], [-1.9323, 0.5845, 1.1526], [-1.5450, -1.6842, -1.4773], [-1.8222, -0.8956, -1.9436], [-0.8151, -1.3952, -0.9297], [0.6534, -1.5774, -2.8059], [0.3637, -0.6812, -2.9765], [0.7285, -1.6281, -1.8530], [-0.3110, -3.0739, -0.2915], [0.0012, -2.2072, -0.0317], [-1.1956, -2.9206, -0.6238], [-0.7049, -2.0063, 1.7471], [0.1998, -1.6967, 1.7885], [-1.0033, -1.9982, 2.6565], [2.2034, -0.6210, 2.3667], [1.5754, -0.3260, 1.7073], [3.0402, -0.2530, 2.0828], [-1.5960, 2.5752, 1.0536], [-1.1807, 3.3246, 1.4804], [-0.8667, 2.0657, 0.7004], [0.3652, 2.0756, 0.5537], [0.7582, 1.2337, 0.3235], [0.3748, 2.0913, 1.5107]], "mol_weight_g_mol": 303.0, "total_charge": -1, "orbital_gap_ev": 7.406, "e_lumo_ev": 2.390, "e_homo_ev": -5.0}

***

Computed stability ranking, most favorable first: A, B

***

--- A ---
{"formula": "C5H11NO", "method": "ωB97M-V with the def2-TZVPD basis set", "species": ["C", "C", "N", "C", "C", "C", "O", "H", "H", "H", "H", "H", "H", "H", "H", "H", "H", "H"], "coordinates": [[0.5572, 0.4750, 1.6833], [0.8225, 0.5133, 0.2070], [0.0013, -0.1321, -0.6357], [-0.9174, -1.1888, -0.0177], [-2.1321, -0.6177, 0.7754], [0.3654, -0.1225, -2.0388], [1.7383, 1.3027, -0.0979], [-0.4544, 0.8132, 1.8255], [0.5319, -0.4638, 2.3771], [1.2738, 1.1639, 2.1843], [-1.3866, -1.7134, -0.8304], [-0.2049, -1.8719, 0.4230], [-2.1016, -1.1548, 1.8013], [-2.1063, 0.4875, 0.7881], [-3.0468, -0.8961, 0.4614], [0.8117, -1.0019, -2.3858], [1.1524, 0.7731, -2.3170], [-0.5584, 0.0113, -2.7491]], "mol_weight_g_mol": 101.1, "total_charge": 1, "orbital_gap_ev": [11.994, 6.904], "s_squared": 0.7565, "multiplicity": 2, "e_lumo_ev": [-3.779, -8.625], "e_homo_ev": [-15.8, -15.5]}

***

--- B ---
{"formula": "C5H11NO", "method": "ωB97M-V with the def2-TZVPD basis set", "species": ["C", "C", "C", "N", "H", "H", "H", "H", "H", "H", "C", "O", "C", "H", "H", "H", "H", "H"], "coordinates": [[-0.6341, 0.7280, 1.7812], [-0.3507, 0.8600, 0.4823], [0.2810, -0.0876, 3.8597], [0.4077, 0.2159, 2.6269], [-1.5313, 0.9519, 2.3430], [0.7146, 0.9897, 0.2916], [-1.0047, 0.6654, -0.3819], [1.1188, -0.5439, 4.3731], [-0.6685, 0.0895, 4.3448], [1.2657, -0.0174, 2.1309], [-0.6278, -0.6573, -2.4414], [-1.3062, 0.4558, -2.0455], [0.7272, -0.3178, -3.0452], [-1.2049, -1.2830, -3.1374], [-0.4775, -1.3665, -1.6110], [1.2416, -1.2106, -3.3974], [1.3941, 0.1368, -2.3113], [0.6550, 0.3911, -3.8625]], "mol_weight_g_mol": 101.1, "total_charge": 1, "orbital_gap_ev": [8.585, 8.066], "s_squared": 0.7541, "multiplicity": 2, "e_lumo_ev": [-5.422, -5.417], "e_homo_ev": [-14.0, -13.5]}

***

--- C ---
{"formula": "C5H11NO", "method": "ωB97M-V with the def2-TZVPD basis set", "species": ["C", "C", "N", "O", "H", "H", "H", "H", "H", "C", "C", "C", "H", "H", "H", "H", "H", "H"], "coordinates": [[1.4893, 0.0824, -0.4545], [1.5634, 0.6938, 0.9190], [2.8417, 0.9599, 1.4798], [0.5220, 0.9042, 1.4983], [2.4200, -0.3058, -0.8487], [1.0210, 0.8179, -1.1061], [0.7899, -0.7368, -0.3144], [3.0946, 1.9373, 1.4046], [2.8058, 0.7230, 2.4641], [-1.8357, -2.0525, -1.0347], [-2.7014, -0.8951, -1.0974], [-2.2385, 0.4282, -1.2448], [-2.1419, -2.8231, -1.7450], [-0.8042, -1.7958, -1.2453], [-1.8950, -2.5109, -0.0369], [-3.7738, -1.0518, -1.0304], [-2.9502, 1.2358, -1.2560], [-1.1823, 0.6692, -1.3346]], "mol_weight_g_mol": 101.1, "total_charge": 1, "orbital_gap_ev": [7.602, 3.760], "s_squared": 0.7522, "multiplicity": 2, "e_lumo_ev": [-5.324, -9.112], "e_homo_ev": [-12.9, -12.9]}

***

Computed stability ranking, most favorable first: C, A, B

***

--- A ---
{"formula": "C5H11NO", "method": "ωB97M-V with the def2-TZVPD basis set", "species": ["C", "C", "C", "C", "N", "C", "H", "H", "H", "H", "H", "H", "H", "H", "H", "H", "H", "O"], "coordinates": [[-1.9830, 2.3842, 0.1661], [-0.4323, 2.2306, -0.0428], [0.0129, 1.0400, 0.7551], [0.6522, -0.0779, 0.2833], [1.0809, -1.1645, 0.9675], [0.5244, -1.6438, 2.0400], [-2.1813, 2.4801, 1.2306], [-2.4325, 1.6199, -0.4647], [-2.3231, 3.3349, -0.2677], [-0.0009, 3.1249, 0.3986], [-0.1737, 1.9116, -1.0439], [-0.2727, 1.1759, 1.8090], [0.8317, -0.1340, -0.7871], [1.1255, -2.4775, 2.3632], [-0.3794, -1.1798, 2.4306], [1.2186, -1.9079, -2.9497], [0.5089, -3.2776, -2.7705], [0.4748, -2.4146, -3.2220]], "mol_weight_g_mol": 101.1, "total_charge": 1, "orbital_gap_ev": [8.956, 6.132], "s_squared": 0.7592, "multiplicity": 2, "e_lumo_ev": [-5.450, -8.273], "e_homo_ev": [-14.4, -14.4]}

***

--- B ---
{"formula": "C5H11NO", "method": "ωB97M-V with the def2-TZVPD basis set", "species": ["C", "N", "C", "C", "C", "C", "O", "H", "H", "H", "H", "H", "H", "H", "H", "H", "H", "H"], "coordinates": [[-0.0560, -1.6951, 1.7739], [0.0647, -1.7821, 0.3430], [-0.3377, -0.7762, -0.5564], [0.0210, 0.6718, -0.1579], [-1.1211, 1.5760, -0.6232], [1.3066, 1.0195, -0.8837], [-0.7259, -1.0568, -1.6535], [-0.8959, -1.0621, 2.0187], [-0.0432, -2.7046, 2.1817], [0.7864, -1.1576, 2.2028], [0.2481, -2.6923, -0.0820], [0.1078, 0.7901, 0.9157], [-1.2224, 1.5444, -1.7044], [-0.9013, 2.5981, -0.3070], [-2.0621, 1.3334, -0.1335], [1.2474, 0.6259, -1.9045], [1.3546, 2.0966, -1.0004], [2.2292, 0.6709, -0.4292]], "mol_weight_g_mol": 101.1, "total_charge": 1, "orbital_gap_ev": [12.045, 6.688], "s_squared": 0.7683, "multiplicity": 2, "e_lumo_ev": [-3.877, -9.020], "e_homo_ev": [-15.9, -15.7]}

***

Computed stability ranking, most favorable first: B, A

***

--- A ---
{"formula": "C4H27N2O11", "method": "ωB97M-V with the def2-TZVPD basis set", "species": ["O", "C", "O", "C", "C", "C", "N", "N", "H", "H", "H", "H", "H", "H", "H", "H", "H", "H", "H", "O", "H", "H", "O", "H", "H", "O", "H", "H", "O", "H", "H", "O", "H", "H", "O", "H", "H", "O", "H", "H", "O", "H", "H", "O"], "coordinates": [[-0.6111, -1.5852, -1.0294], [0.2893, -0.8017, -0.6856], [0.1360, 0.4560, -0.5736], [1.5568, -1.4296, -0.0438], [1.3007, -1.6639, 1.4544], [0.9522, -3.1199, 1.7972], [-0.4098, -3.4734, 1.4996], [2.7677, -0.6030, -0.2364], [1.7201, -2.3453, -0.6157], [0.5224, -0.9898, 1.8189], [2.2198, -1.3355, 1.9428], [1.6261, -3.7266, 1.1950], [1.1349, -3.3747, 2.8362], [-0.6722, -3.5292, 0.5236], [-1.0979, -2.8868, 1.9439], [2.7572, 0.1395, 0.4529], [2.7272, -0.2172, -1.1735], [2.6070, 2.9658, 0.8804], [3.2953, 2.9777, -0.4202], [3.4402, 3.2581, 0.4915], [-1.0613, 2.1728, -0.2303], [-2.0892, 3.2851, -0.0940], [-1.1400, 3.1227, -0.0685], [0.4673, 3.1317, -1.2723], [0.8088, 1.7644, -0.8999], [1.2883, 2.6414, -1.1053], [-2.7273, -3.0966, -1.2874], [-1.4739, -3.0296, -2.0562], [-2.4139, -3.2375, -2.1891], [-1.4013, 0.2088, -2.8110], [-2.2321, -0.9921, -2.5486], [-2.3366, -0.0381, -2.6961], [0.0204, 3.6451, 1.6888], [0.5295, 3.7244, 3.1292], [-0.1812, 3.3492, 2.5873], [-3.0152, 0.3950, -0.9875], [-1.9289, 0.5898, 0.1261], [-2.8585, 0.7303, -0.0845], [-2.9285, -0.3783, 3.2901], [-2.0178, 0.6929, 2.4671], [-2.1250, 0.1450, 3.2508], [0.4432, 1.3969, -3.7598], [1.3637, 0.5679, -2.8844], [0.7474, 0.4933, -3.6227]], "mol_weight_g_mol": 279.3, "total_charge": -1, "orbital_gap_ev": 8.937, "e_lumo_ev": 2.884, "e_homo_ev": -6.1}

***

--- B ---
{"formula": "C4H27N2O11", "method": "ωB97M-V with the def2-TZVPD basis set", "species": ["N", "C", "C", "N", "C", "C", "O", "O", "H", "H", "H", "H", "H", "H", "H", "H", "H", "H", "H", "O", "H", "H", "O", "H", "H", "O", "H", "H", "O", "H", "H", "O", "H", "H", "O", "H", "H", "O", "H", "H", "O", "H", "H", "O"], "coordinates": [[0.3146, -1.1241, -2.3199], [-1.0576, -0.9536, -1.9497], [-1.7358, -2.2063, -1.2177], [-1.1070, -2.7343, -0.0867], [-0.2004, -1.9522, 0.8618], [-0.8235, -1.3396, 2.0611], [-1.3959, -0.0789, 1.6896], [-2.5783, -2.8683, -1.7817], [0.5263, -1.9634, -2.8965], [0.8770, -1.2084, -1.4872], [-1.1702, -0.2834, -1.1279], [-1.8842, -0.8604, -2.7228], [-1.6180, -3.5465, 0.2899], [0.4505, -1.3141, 0.2678], [0.4915, -2.7908, 1.0795], [-1.6543, -1.7847, 2.5573], [-0.0607, -1.0751, 2.8408], [-2.6657, 1.8248, -1.2331], [-2.2179, 0.7375, -0.4409], [-2.7196, 0.8605, -1.2484], [3.5005, 1.2191, -1.8297], [2.9288, -0.0635, -2.6980], [3.6779, 0.4377, -2.3909], [-3.9817, 0.1368, 1.3898], [-3.9188, 0.1088, 0.0380], [-4.6135, 0.3182, 0.6856], [0.9189, 1.8299, 1.7444], [-0.6453, 0.5434, 1.4401], [0.3789, 1.5919, 1.0014], [0.9088, 0.3763, 2.7172], [2.4034, 0.2601, 2.3630], [1.7972, 0.3451, 3.0910], [-0.8031, 2.3846, 0.9845], [-1.9392, 3.3635, 1.4825], [-1.4934, 3.1549, 0.6618], [3.3598, 1.8500, 1.3353], [2.1044, 1.5140, 0.5208], [3.0470, 1.2382, 0.6535], [0.5532, 2.3625, -0.9809], [1.0902, 1.5763, -2.1115], [1.2615, 2.3847, -1.6337], [3.7622, -0.9746, -1.0743], [2.9236, -0.2150, -0.0241], [3.0084, -1.0815, -0.5015]], "mol_weight_g_mol": 279.3, "total_charge": -1, "orbital_gap_ev": 8.779, "e_lumo_ev": 2.811, "e_homo_ev": -6.0}

***

Computed stability ranking, most favorable first: A, B